[1]
A molecular structure, C5H8O3Sn in a non-equilibrium geometry. Source: the Open Molecules 2025 dataset; level of theory: ωB97M-V/def2-TZVPD.

Positions of all 17 atoms, in Å:
Sn (-0.812, -1.600, -1.997)
O (0.440, -0.287, -1.577)
O (-0.327, 0.810, 0.244)
C (-1.746, 0.579, 0.122)
C (-2.067, -0.854, 0.521)
O (-1.234, -1.721, -0.191)
C (0.521, -0.023, -0.342)
H (-2.209, 1.296, 0.809)
H (-2.041, 0.811, -0.912)
H (-3.153, -1.014, 0.413)
H (-1.840, -0.967, 1.597)
C (1.858, -0.075, 0.368)
C (2.710, 1.069, -0.071)
H (1.667, -0.033, 1.449)
H (2.326, -1.036, 0.117)
H (3.196, 1.045, -1.046)
H (2.711, 2.000, 0.495)

Computed properties:
* E_HOMO (alpha / beta): -12.64 / -14.32 eV
* max |F|: 7.63 eV Å⁻¹
* relative energy (zero: lowest compared OMol25 entry of this formula, charge and spin): 0.0 kJ/mol
* total charge: +1
* spin multiplicity: 2
* HOMO-LUMO gap (alpha / beta): 7.79 / 9.39 eV
* M: 234.83 g mol⁻¹

Here are the Mulliken charges for atoms 1 to 2, given in e:
1. Sn 0.87
2. O -0.46

[2]
2 unconnected molecules or ions with the total composition C2H3N2OP in a non-equilibrium geometry. Source: the Open Molecules 2025 dataset; level of theory: ωB97M-V/def2-TZVPD.

Positions of all 9 atoms, in Å:
C (-0.753, -0.299, -0.740)
C (1.684, 0.094, 0.527)
N (-1.602, 0.102, 0.000)
N (-2.164, 0.468, 1.024)
O (1.355, 0.951, 1.243)
P (2.114, -1.391, -0.009)
H (-0.762, -0.563, -1.765)
H (-2.146, 1.474, 1.052)
H (2.274, -0.836, -1.333)

Computed properties:
* E_HOMO: -8.21 eV
* max |F|: 3.16 eV Å⁻¹
* relative energy (zero: lowest compared OMol25 entry of this formula, charge and spin): 396.8 kJ/mol
* total charge: 0
* HOMO-LUMO gap: 8.29 eV
* M: 102.03 g mol⁻¹

Here are the Mulliken charges for atoms 1 to 2, given in e:
1. C -0.22
2. C 0.51

[3]
13 unconnected molecules or ions with the total composition C27H79O13 in a non-equilibrium geometry. Source: the Open Molecules 2025 dataset; level of theory: ωB97M-V/def2-TZVPD.

Positions of all 119 atoms, in Å:
C (1.355, -0.418, 0.291)
C (-0.189, -0.328, 0.115)
C (-0.840, -0.938, 1.364)
O (-0.603, 0.947, -0.231)
H (1.792, -0.020, -0.614)
H (1.754, -1.392, 0.622)
H (1.633, 0.226, 1.153)
H (-0.467, -0.963, -0.735)
H (-0.706, -2.038, 1.571)
H (-1.919, -0.861, 1.235)
H (-0.552, -0.393, 2.273)
C (-0.105, -4.862, 2.602)
C (1.186, -4.229, 1.997)
O (1.934, -5.273, 1.373)
H (0.253, -5.830, 3.051)
H (-0.823, -4.957, 1.798)
H (-0.535, -4.157, 3.355)
H (1.848, -3.793, 2.769)
H (1.017, -3.385, 1.247)
H (2.718, -4.976, 0.882)
C (-2.027, -0.509, -4.050)
C (-2.046, 0.507, -2.959)
O (-0.725, 1.022, -2.784)
H (-2.915, -1.137, -3.954)
H (-1.158, -1.087, -3.799)
H (-1.915, -0.059, -5.048)
H (-2.362, 0.002, -2.044)
H (-2.772, 1.281, -3.091)
H (-0.601, 1.097, -1.783)
C (-4.651, 1.156, -0.478)
C (-5.443, 0.693, -1.646)
O (-5.620, -0.737, -1.772)
H (-3.529, 1.096, -0.579)
H (-4.823, 0.457, 0.334)
H (-4.909, 2.179, -0.165)
H (-4.960, 0.933, -2.594)
H (-6.371, 1.261, -1.666)
H (-6.317, -0.964, -1.134)
C (-3.663, -3.087, 0.896)
C (-3.201, -2.925, -0.547)
O (-4.199, -3.082, -1.563)
H (-4.184, -4.072, 0.982)
H (-4.334, -2.381, 1.375)
H (-2.727, -3.126, 1.525)
H (-2.474, -3.702, -0.681)
H (-2.645, -1.965, -0.673)
H (-4.585, -2.193, -1.696)
C (5.599, -1.941, -0.252)
C (4.250, -2.650, -0.377)
O (4.008, -3.609, 0.667)
H (5.817, -1.306, -1.123)
H (6.408, -2.671, -0.246)
H (5.668, -1.336, 0.608)
H (4.020, -3.039, -1.395)
H (3.488, -1.907, -0.187)
H (4.792, -4.132, 0.852)
C (-2.293, 4.073, -0.651)
C (-2.040, 5.213, -1.619)
O (-2.968, 6.281, -1.743)
H (-1.372, 3.491, -0.565)
H (-3.074, 3.431, -1.058)
H (-2.685, 4.424, 0.305)
H (-1.960, 4.733, -2.606)
H (-1.122, 5.730, -1.383)
H (-3.843, 5.876, -1.873)
C (0.688, -3.258, -1.666)
C (1.041, -4.716, -1.914)
O (2.240, -4.857, -2.675)
H (0.428, -2.813, -2.648)
H (1.496, -2.776, -1.148)
H (-0.230, -3.253, -1.071)
H (0.200, -5.131, -2.463)
H (1.135, -5.229, -0.914)
H (2.324, -5.751, -3.103)
C (2.695, -0.450, -4.137)
C (2.393, 1.084, -4.210)
O (2.754, 1.678, -5.501)
H (2.596, -0.865, -3.138)
H (3.740, -0.584, -4.519)
H (1.973, -1.019, -4.700)
H (2.989, 1.606, -3.446)
H (1.325, 1.234, -3.976)
H (2.024, 1.699, -6.103)
C (-3.243, 0.243, 4.145)
C (-3.128, 1.671, 3.697)
O (-4.188, 2.071, 2.825)
H (-3.033, -0.405, 3.269)
H (-4.252, 0.030, 4.486)
H (-2.564, 0.040, 4.996)
H (-2.176, 1.865, 3.232)
H (-3.251, 2.405, 4.492)
H (-4.084, 1.801, 1.933)
C (3.913, 4.328, -0.165)
C (3.878, 4.653, -1.622)
O (5.059, 4.248, -2.439)
H (4.368, 3.379, 0.062)
H (2.870, 4.274, 0.185)
H (4.544, 5.033, 0.410)
H (3.599, 5.717, -1.752)
H (3.013, 4.117, -2.018)
H (4.643, 3.882, -3.229)
C (2.557, -0.454, 3.899)
C (1.686, 0.161, 4.988)
O (2.437, 1.207, 5.636)
H (2.023, -1.117, 3.235)
H (3.419, -1.036, 4.303)
H (2.926, 0.354, 3.256)
H (1.377, -0.523, 5.793)
H (0.814, 0.692, 4.587)
H (3.324, 0.880, 5.663)
C (1.088, 3.730, 2.985)
C (0.144, 3.265, 1.894)
O (0.831, 2.988, 0.625)
H (1.902, 3.008, 3.169)
H (0.500, 3.900, 3.886)
H (1.605, 4.673, 2.684)
H (-0.608, 4.073, 1.798)
H (-0.408, 2.389, 2.201)
H (0.316, 2.180, 0.352)

Computed properties:
* E_HOMO: -5.37 eV
* max |F|: 2.41 eV Å⁻¹
* relative energy (zero: lowest compared OMol25 entry of this formula, charge and spin): 0.0 kJ/mol
* total charge: -1
* HOMO-LUMO gap: 7.65 eV
* M: 611.92 g mol⁻¹

Here are the Mulliken charges for atoms 1 to 2, given in e:
1. C -0.71
2. C 2.30

[4]
A molecular structure, C21H24FLuO in a non-equilibrium geometry. Source: the Open Molecules 2025 dataset; level of theory: ωB97M-V/def2-TZVPD.

Positions of all 48 atoms, in Å:
Lu (0.515, -0.368, 0.529)
C (1.130, -2.269, 2.061)
C (-0.297, -2.221, 2.061)
C (-0.759, -2.540, 0.749)
H (-0.931, -2.012, 2.922)
C (0.388, -2.787, -0.073)
C (1.553, -2.628, 0.739)
H (2.577, -2.811, 0.415)
H (1.778, -2.116, 2.924)
H (-1.800, -2.641, 0.440)
H (0.370, -3.122, -1.109)
C (2.117, 1.390, 1.270)
C (2.875, 0.222, 0.961)
C (2.784, -0.002, -0.450)
H (3.437, -0.381, 1.674)
C (1.993, 1.043, -1.004)
C (1.562, 1.894, 0.055)
H (0.951, 2.790, -0.057)
H (1.997, 1.838, 2.255)
H (3.271, -0.787, -1.029)
H (1.827, 1.212, -2.068)
O (-0.491, -0.107, -1.187)
C (-0.434, -0.191, -3.653)
C (-1.803, 0.027, -3.133)
C (0.123, -1.539, -3.720)
C (0.253, 0.950, -4.275)
C (-1.623, 0.533, -1.696)
H (-2.394, -0.895, -3.135)
H (-2.347, 0.776, -3.713)
H (-1.457, 1.629, -1.723)
H (-2.492, 0.306, -1.050)
H (-0.289, -2.143, -4.549)
H (-0.067, -2.083, -2.781)
H (1.211, -1.499, -3.869)
H (-0.104, 1.174, -5.298)
H (1.331, 0.750, -4.358)
H (0.115, 1.871, -3.683)
F (-2.728, 2.680, 5.364)
C (-2.069, 2.040, 4.339)
C (-0.856, 1.422, 4.620)
C (-0.195, 0.771, 3.551)
C (-0.755, 0.782, 2.291)
C (-1.956, 1.387, 2.023)
C (-2.647, 2.044, 3.074)
H (-0.430, 1.436, 5.623)
H (0.755, 0.266, 3.755)
H (-2.387, 1.367, 1.016)
H (-3.602, 2.539, 2.901)

Computed properties:
* E_HOMO (alpha / beta): 2.54 / 2.60 eV
* max |F|: 2.85 eV Å⁻¹
* total charge: -2
* HOMO-LUMO gap (alpha / beta): 2.34 / 2.28 eV
* M: 486.39 g mol⁻¹

Here are the Mulliken charges for atoms 1 to 2, given in e:
1. Lu 1.28
2. C -0.54

[5]
7 unconnected molecules or ions with the total composition C4H20NO9 in a non-equilibrium geometry. Source: the Open Molecules 2025 dataset; level of theory: ωB97M-V/def2-TZVPD.

Positions of all 34 atoms, in Å:
C (0.457, -1.495, 0.825)
C (-0.839, -2.222, 0.422)
C (-1.790, -2.555, 1.555)
O (-3.145, -2.673, 1.094)
N (1.057, -0.829, -0.333)
C (0.555, 0.353, -0.897)
O (-0.570, 0.716, -0.400)
O (1.085, 0.891, -1.887)
H (0.306, -0.703, 1.536)
H (1.184, -2.213, 1.198)
H (-1.304, -1.641, -0.377)
H (-0.579, -3.080, -0.222)
H (-1.828, -1.767, 2.299)
H (-1.513, -3.531, 1.961)
H (1.746, -1.275, -0.914)
H (1.467, 2.540, 1.835)
H (0.459, 1.541, 1.366)
H (0.704, 2.666, -0.678)
O (0.817, 1.921, 2.186)
H (-1.229, 1.982, -1.938)
H (-1.324, 0.844, -2.713)
O (-1.736, 1.716, -2.727)
H (-3.188, -3.171, 0.275)
H (-2.198, 2.528, 0.574)
O (-1.947, 3.316, 1.030)
H (1.005, -1.478, -3.421)
H (0.565, -0.202, -4.085)
O (1.024, -1.027, -4.260)
H (-0.985, 3.270, 0.977)
H (2.014, 3.060, -0.979)
O (1.377, 3.245, -0.271)
H (2.987, 0.126, 2.984)
H (2.459, -0.239, 1.611)
O (2.908, -0.613, 2.375)

Computed properties:
* E_HOMO: -6.12 eV
* max |F|: 2.41 eV Å⁻¹
* relative energy (zero: lowest compared OMol25 entry of this formula, charge and spin): 160.3 kJ/mol
* total charge: -1
* HOMO-LUMO gap: 9.11 eV
* M: 226.20 g mol⁻¹

Here are the Mulliken charges for atoms 1 to 2, given in e:
1. C -0.83
2. C -0.50

[6]
6 unconnected molecules or ions with the total composition C30H62Cl2N2O21P5 in a non-equilibrium geometry. Source: the Open Molecules 2025 dataset; level of theory: ωB97M-V/def2-TZVPD.

Positions of all 122 atoms, in Å:
C (-3.934, -3.629, 3.443)
C (-2.476, -4.030, 3.357)
N (-1.648, -3.146, 2.841)
N (-0.400, -3.502, 2.747)
C (0.491, -2.459, 2.103)
O (0.352, -1.228, 2.718)
C (-0.496, -0.344, 2.021)
C (-1.576, 0.175, 2.740)
C (-2.445, 1.077, 2.128)
C (-2.229, 1.420, 0.791)
C (-1.161, 0.918, 0.056)
C (-0.286, 0.043, 0.706)
C (0.195, -4.616, 3.123)
C (-0.625, -5.628, 3.690)
C (-1.974, -5.312, 3.776)
C (-2.929, -6.358, 4.372)
Cl (-3.562, -5.856, 5.979)
C (-4.045, -6.855, 3.398)
C (-3.676, -6.700, 1.900)
Cl (-4.243, -8.630, 3.710)
H (-4.378, -3.730, 2.438)
H (-4.498, -4.282, 4.115)
H (-4.065, -2.588, 3.762)
H (1.545, -2.756, 2.187)
H (0.225, -2.464, 1.035)
H (-1.715, -0.124, 3.784)
H (-3.273, 1.492, 2.704)
H (-2.922, 2.126, 0.324)
H (-0.969, 1.168, -0.987)
H (0.574, -0.382, 0.174)
H (1.266, -4.760, 2.979)
H (-0.216, -6.587, 4.007)
H (-2.301, -7.239, 4.579)
H (-4.973, -6.321, 3.630)
H (-4.088, -5.771, 1.476)
H (-2.601, -6.816, 1.699)
H (-4.181, -7.513, 1.355)
C (-4.516, -11.912, -2.439)
O (-3.151, -12.042, -2.062)
P (-2.521, -11.796, -0.535)
O (-1.391, -12.761, -0.631)
O (-3.844, -12.442, 0.178)
C (-4.103, -13.838, 0.088)
O (-2.056, -11.029, 0.876)
C (-2.848, -11.032, 2.061)
H (-4.562, -11.435, -3.419)
H (-4.938, -12.911, -2.555)
H (-5.104, -11.339, -1.724)
H (-3.388, -14.356, -0.550)
H (-5.107, -13.976, -0.317)
H (-4.087, -14.269, 1.089)
H (-2.878, -12.036, 2.483)
H (-3.853, -10.673, 1.858)
H (-2.393, -10.362, 2.787)
C (3.487, 1.606, -4.886)
O (2.662, 1.622, -3.727)
P (1.241, 0.732, -3.492)
O (1.506, 0.638, -2.008)
O (1.926, -0.533, -4.273)
C (3.093, -1.164, -3.750)
O (-0.214, -0.104, -3.333)
C (-0.451, -1.372, -3.933)
H (3.822, 2.626, -5.088)
H (4.380, 1.022, -4.665)
H (2.984, 1.205, -5.765)
H (3.483, -0.661, -2.865)
H (3.861, -1.165, -4.525)
H (2.859, -2.204, -3.516)
H (0.169, -2.128, -3.450)
H (-0.256, -1.348, -5.003)
H (-1.500, -1.630, -3.790)
C (3.726, 0.264, 0.865)
O (4.499, 0.327, -0.321)
P (5.774, 1.393, -0.624)
O (6.439, 0.375, -1.513)
O (6.309, 1.276, 0.918)
C (6.774, 0.035, 1.429)
O (6.904, 2.567, -1.029)
C (7.786, 3.157, -0.077)
H (2.683, 0.101, 0.591)
H (4.046, -0.608, 1.440)
H (3.805, 1.162, 1.477)
H (6.650, -0.781, 0.718)
H (6.215, -0.194, 2.339)
H (7.825, 0.135, 1.702)
H (8.508, 2.415, 0.263)
H (7.239, 3.572, 0.766)
H (8.321, 3.972, -0.563)
C (1.172, 4.249, -3.961)
O (0.117, 4.061, -3.023)
P (-0.351, 5.125, -1.820)
O (-1.795, 4.745, -1.782)
O (-0.064, 6.417, -2.779)
C (-0.904, 6.694, -3.890)
O (-0.307, 6.045, -0.438)
C (0.033, 7.434, -0.435)
H (1.687, 3.300, -4.080)
H (0.740, 4.496, -4.933)
H (1.887, 5.016, -3.667)
H (-1.660, 5.924, -4.045)
H (-0.280, 6.766, -4.784)
H (-1.384, 7.661, -3.742)
H (-0.753, 8.004, -0.928)
H (0.991, 7.604, -0.920)
H (0.118, 7.774, 0.596)
C (-1.970, 11.006, -0.051)
O (-0.574, 10.734, -0.059)
P (0.657, 11.864, 0.014)
O (1.655, 11.010, 0.720)
O (-0.191, 12.802, 1.051)
C (-0.412, 12.382, 2.391)
O (1.667, 13.116, -0.412)
C (1.483, 14.454, 0.046)
H (-2.459, 10.337, -0.761)
H (-2.364, 10.759, 0.935)
H (-2.207, 12.039, -0.300)
H (-0.034, 11.378, 2.581)
H (-1.487, 12.401, 2.584)
H (0.060, 13.091, 3.070)
H (1.681, 14.507, 1.115)
H (0.481, 14.814, -0.176)
H (2.192, 15.096, -0.477)

Computed properties:
* E_HOMO: -10.73 eV
* max |F|: 8.82 eV Å⁻¹
* total charge: +1
* HOMO-LUMO gap: 6.26 eV
* M: 1012.60 g mol⁻¹

Here are the Mulliken charges for atoms 1 to 2, given in e:
1. C -1.30
2. C 0.73